[1]
DFT (ωB97M-V/def2-TZVPD) results for C31H23Cl5NOP2Ru as an isolated structure.

Calculated values
<S²> ... 6.02
Charge ... +3
Spin multiplicity ... 5
LUMO (spin up / spin down) ... -9.03 / -11.62 eV
Gap between HOMO and LUMO (spin up / spin down) ... 7.98 / 5.38 eV

Geometry (Å):
Ru -0.0531 0.2916 -0.5741
Cl 2.6008 6.7614 -0.0354
C 1.4535 5.5141 -0.0266
C 1.8103 4.2405 0.4317
Cl 3.3949 3.9185 0.9577
C 0.8534 3.2327 0.4460
Cl 1.3552 1.6256 0.8751
C -0.4702 3.4681 0.0571
O -1.3633 2.3913 0.2386
C -0.7864 4.7076 -0.4987
Cl -2.3047 4.9534 -1.2499
C 0.1629 5.7364 -0.5174
Cl -0.2624 7.2550 -1.1442
C -3.2117 0.3303 1.6937
N -2.9787 0.3909 0.2091
P -2.8252 1.9579 -0.3663
C -4.1711 2.8122 0.4342
C -5.4812 2.4855 0.0822
C -6.5330 3.0881 0.7529
C -6.2781 3.9940 1.7742
C -4.9698 4.3051 2.1290
C -3.9089 3.7192 1.4642
C -2.6004 1.9276 -2.1455
C -3.7195 1.8687 -2.9682
C -3.5617 1.8402 -4.3465
C -2.2898 1.8753 -4.9013
C -1.1701 1.9637 -4.0819
C -1.3182 1.9955 -2.7044
P -2.0269 -1.0848 -0.0996
C -3.2745 -2.3683 0.1918
C -4.6135 -2.1291 -0.1234
C -5.5335 -3.1464 0.0541
C -5.1273 -4.3820 0.5520
C -3.7957 -4.6095 0.8693
C -2.8600 -3.6029 0.6864
C -1.6182 -1.3532 -1.8820
C -2.5481 -1.4217 -2.9135
C -2.1272 -1.7515 -4.1926
C -0.7823 -1.9912 -4.4621
C 0.1566 -1.9404 -3.4450
C -0.2545 -1.6384 -2.1495
H -3.8638 1.1374 2.0105
H -2.2714 0.3989 2.2480
H -3.7005 -0.6100 1.9396
H -5.6882 1.7529 -0.6875
H -7.5513 2.8470 0.4806
H -7.1039 4.4488 2.3044
H -4.7768 5.0097 2.9264
H -2.8934 3.9535 1.7591
H -4.7136 1.8676 -2.5414
H -4.4339 1.7983 -4.9856
H -2.1640 1.8545 -5.9759
H -0.1852 2.0448 -4.5231
H -0.4246 2.2066 -2.1015
H -4.9288 -1.1630 -0.4969
H -6.5718 -2.9777 -0.1974
H -5.8578 -5.1662 0.6972
H -3.4853 -5.5642 1.2706
H -1.8200 -3.7724 0.9386
H -3.5970 -1.2514 -2.7136
H -2.8598 -1.8411 -4.9845
H -0.4684 -2.2426 -5.4667
H 1.1941 -2.1726 -3.6467
H 0.4602 -1.8027 -1.3277

=====

[2]
DFT (ωB97M-V/def2-TZVPD) results for C31H23N10O2STi as an isolated structure.

Calculated values
<S²> ... 2.02
Charge ... -1
Spin multiplicity ... 3
LUMO (spin up / spin down) ... 2.29 / 2.09 eV
Gap between HOMO and LUMO (spin up / spin down) ... 4.51 / 6.51 eV

Geometry (Å):
Ti -0.5069 0.7580 -0.1549
N -2.6958 4.1194 1.9937
C -2.4821 2.9338 1.3607
S -2.2922 2.9101 -0.3445
N -2.4583 1.8697 2.1475
N -2.1307 0.7915 1.4014
C -2.5475 -0.3742 1.7249
C -2.4454 -1.3916 0.6779
C -3.1044 -2.6105 0.7897
C -3.2679 -3.3793 -0.3494
C -2.7971 -2.9001 -1.5616
C -2.0985 -1.7007 -1.5775
N -1.8849 -0.9848 -0.4806
H -2.9770 4.9046 1.4383
H -2.9777 4.0735 2.9587
H -3.0908 -0.5729 2.6442
H -3.4973 -2.9207 1.7476
H -3.7806 -4.3310 -0.2896
H -2.9410 -3.4413 -2.4862
H -1.6574 -1.3082 -2.4771
C 3.1413 -1.0158 -2.1987
C 3.0585 -2.3745 -1.8479
C 2.1874 -2.7642 -0.8721
C 1.3997 -1.7952 -0.1861
N 1.3638 -0.5229 -0.6666
C 2.2487 -0.1597 -1.6033
N 0.7915 -2.1843 0.9513
C 0.4861 -1.2383 1.8455
N 0.4502 0.1080 1.5988
C 0.4460 0.8152 2.7636
N 0.6107 2.1222 2.8875
C 0.8851 2.8957 1.8129
C 1.3544 4.2072 2.1081
C 1.7349 5.0571 1.1117
C 1.6386 4.6325 -0.2229
C 1.1298 3.3811 -0.4565
N 0.7606 2.5197 0.5103
C 0.3193 -0.1348 3.8468
C 0.2313 0.0221 5.2301
C 0.1412 -1.1084 6.0143
C 0.1661 -2.3957 5.4361
C 0.2732 -2.5640 4.0731
C 0.3283 -1.4226 3.2655
H 3.8340 -0.6518 -2.9440
H 3.6957 -3.1074 -2.3300
H 2.1225 -3.7865 -0.5256
H 2.2115 0.8856 -1.8932
H 1.4046 4.4770 3.1531
H 2.0987 6.0489 1.3541
H 1.9071 5.2674 -1.0545
H 0.9592 3.0404 -1.4712
H 0.2308 1.0149 5.6619
H 0.0580 -1.0141 7.0906
H 0.1067 -3.2643 6.0818
H 0.3122 -3.5488 3.6248
O 0.2264 2.3314 -3.8801
C 0.0102 1.2621 -3.3258
O -0.3789 1.1351 -2.1112
C 0.2997 -0.0042 -4.1360
C 0.7212 0.1489 -5.4567
C 1.0646 -0.9806 -6.1766
C 0.9778 -2.2202 -5.5585
C 0.5356 -2.2697 -4.2469
N 0.2026 -1.1903 -3.5496
H 0.7828 1.1466 -5.8657
H 1.4025 -0.8980 -7.2024
H 1.2458 -3.1304 -6.0786
H 0.4556 -3.2175 -3.7240

=====

[3]
DFT (ωB97M-V/def2-TZVPD) results for C31H24CrF5N7O3S3 as an isolated structure.

Calculated values
<S²> ... 3.78
Charge ... +1
Spin multiplicity ... 4
LUMO (spin up / spin down) ... -3.41 / -3.65 eV
Gap between HOMO and LUMO (spin up / spin down) ... 7.25 / 6.99 eV

Geometry (Å):
Cr 0.2360 -0.2628 -0.3237
O -0.6573 -1.6580 3.5389
S -0.8738 -0.5199 2.6800
O -2.0281 -0.5630 1.8219
N 0.3969 -0.2742 1.6708
C 1.6884 -0.3472 2.1627
C 2.0991 -0.4638 3.4814
C 3.4676 -0.5060 3.7938
C 4.4316 -0.3866 2.8294
C 4.0574 -0.2321 1.4813
C 4.9660 -0.0030 0.4272
C 4.4872 0.1815 -0.8417
C 3.1151 0.0811 -1.0859
N 2.2323 -0.1796 -0.1379
C 2.6833 -0.2720 1.1497
C -0.9312 0.9355 3.6862
C -0.5516 2.1446 3.1206
C -0.6192 3.2961 3.8879
C -1.0559 3.2232 5.2044
C -1.4250 2.0055 5.7597
C -1.3638 0.8479 4.9996
H 1.3659 -0.5261 4.2702
H 3.7607 -0.6098 4.8300
H 5.4823 -0.3932 3.0877
H 6.0260 0.0569 0.6390
H 5.1524 0.4043 -1.6633
H 2.7331 0.2288 -2.0857
H -0.1932 2.1735 2.1003
H -0.3277 4.2457 3.4592
H -1.1063 4.1238 5.8020
H -1.7621 1.9548 6.7860
H -1.6390 -0.1151 5.4103
N 1.5545 -0.8072 -7.2266
C 0.3681 -0.5394 -6.6630
S -1.0163 -0.3557 -7.5343
C 0.3269 -0.4864 -5.1842
C -0.5262 0.3896 -4.5185
C -0.5328 0.4174 -3.1414
N 0.2326 -0.3800 -2.3824
C 1.0071 -1.2664 -3.0230
C 1.0992 -1.3420 -4.3955
H 1.6090 -0.8533 -8.2304
H 2.4106 -0.7840 -6.6987
H -1.1729 1.0473 -5.0805
H -1.1769 1.1171 -2.6287
H 1.5707 -1.9519 -2.4019
H 1.7381 -2.0911 -4.8433
C -3.7920 -3.8774 -2.1639
C -3.6885 -3.0505 -0.8751
C -2.2809 -2.9687 -0.3995
N -1.4001 -2.1481 -0.8342
N -0.1813 -2.2478 -0.2343
C -0.1198 -3.2248 0.6495
N 1.0001 -3.6076 1.2899
S -1.6171 -4.0693 0.7899
H -4.8272 -3.9154 -2.4989
H -3.4473 -4.8988 -1.9999
H -3.1882 -3.4281 -2.9516
H -4.3037 -3.4977 -0.0942
H -4.0453 -2.0362 -1.0531
H 1.7616 -2.9450 1.3027
H 0.8559 -4.0754 2.1714
F -4.0617 4.8404 0.1882
C -2.9830 4.0719 0.0565
C -3.1161 2.7079 -0.1455
F -4.3195 2.1454 -0.1951
C -1.9751 1.9515 -0.2969
F -2.0375 0.6056 -0.5119
C -0.6770 2.4670 -0.2604
O 0.3588 1.6796 -0.4129
C -0.5837 3.8468 -0.0322
F 0.6269 4.4044 0.0607
C -1.7131 4.6309 0.1207
F -1.5842 5.9343 0.3403

=====

[4]
DFT (ωB97M-V/def2-TZVPD) results for C31H24GeN4O4PdS3 as an isolated structure.

Calculated values
Charge ... -2
Spin multiplicity ... 1
LUMO ... 3.54 eV
Gap between HOMO and LUMO ... 4.02 eV

Geometry (Å):
Pd -0.3291 -0.4402 -0.4958
C 0.7014 0.3461 0.9576
Ge 2.1369 1.5593 0.4557
C 1.5796 2.7586 -0.9988
C 2.0461 2.5905 -2.3013
C 1.6237 3.4330 -3.3224
C 0.7281 4.4615 -3.0578
C 0.2339 4.6273 -1.7705
C 0.6504 3.7731 -0.7571
C 3.8308 0.6972 -0.0300
C 3.8828 -0.6332 -0.4423
C 5.0980 -1.2099 -0.7945
C 6.2714 -0.4711 -0.7357
C 6.2323 0.8537 -0.3183
C 5.0177 1.4291 0.0315
C 2.6509 2.7037 1.9921
C 3.0147 2.0603 3.1789
C 3.4057 2.7805 4.2983
C 3.4455 4.1691 4.2577
C 3.0927 4.8256 3.0887
C 2.6996 4.0962 1.9703
H 2.7092 1.7636 -2.5259
H 1.9848 3.2745 -4.3319
H 0.4058 5.1224 -3.8557
H -0.4862 5.4102 -1.5564
H 0.2290 3.8912 0.2365
H 2.9723 -1.2202 -0.5060
H 5.1137 -2.2406 -1.1280
H 7.2162 -0.9242 -1.0160
H 7.1451 1.4373 -0.2651
H 4.9983 2.4622 0.3661
H 2.9682 0.9789 3.2304
H 3.6741 2.2558 5.2081
H 3.7487 4.7336 5.1324
H 3.1233 5.9087 3.0421
H 2.4441 4.6312 1.0634
O -1.6184 -1.1627 1.5381
S -0.6547 -0.9129 2.7248
N 0.5939 0.0294 2.1942
O 1.4945 -2.7356 -3.4394
S 0.9681 -1.8799 -2.3895
O 1.4848 -0.4894 -2.4550
O 1.1913 -2.4205 -1.0242
S -1.0876 -1.6976 -2.5226
N -3.2258 5.6066 -3.0883
C -3.9203 6.7927 -3.0632
C -4.1056 7.8008 -4.0012
C -4.8837 8.8780 -3.6148
C -5.4545 8.9452 -2.3358
C -5.2630 7.9381 -1.4076
C -4.4834 6.8443 -1.7776
N -4.1347 5.7194 -1.0569
C -3.3918 5.0066 -1.8628
C -2.7700 3.7180 -1.5418
C -2.0311 3.0113 -2.4836
C -1.4272 1.8231 -2.1147
N -1.5341 1.3383 -0.8788
C -2.2542 1.9933 0.0284
C -2.8933 3.1877 -0.2621
H -2.6939 5.2334 -3.8531
H -3.6631 7.7503 -4.9879
H -5.0543 9.6871 -4.3137
H -6.0556 9.8069 -2.0740
H -5.6982 7.9847 -0.4180
H -1.8831 3.3649 -3.4960
H -0.8353 1.2281 -2.8019
H -2.2994 1.5258 1.0062
H -3.4655 3.7117 0.4899

=====

Listing DFT total energy for the structures above in their given order: -119800.57375 -85472.87326 -123620.75468 -139189.74367 eV.
Listing energy relative to the best compared isomer or geometry (same formula, charge and spin) for the structures above in their given order: 19.9 9.3 2.0 0.0 kcal per mole.